--- A ---
Entry from the Open Molecules 2025 dataset: a molecular structure, C7H10S (ωB97M-V/def2-TZVPD).

Cartesian coordinates (Å):
C 3.105 0.374 0.453
C 2.851 0.317 -0.825
C -1.863 -0.830 -0.388
C 0.570 -0.326 0.295
C -2.862 0.065 0.403
C 1.743 0.642 0.109
C -0.647 0.131 -0.416
S -1.627 1.441 0.446
H 3.754 0.043 1.215
H 3.497 0.610 -1.978
H -1.530 -1.614 0.337
H -2.142 -1.291 -1.264
H 0.782 -1.292 -0.071
H 0.278 -0.362 1.303
H -3.834 0.339 -0.004
H -2.916 -0.323 1.505
H 1.453 1.687 0.294
H -0.613 0.388 -1.412

Values from the calculation:
HOMO energy ... -8.39 eV
Lowest unoccupied orbital energy ... 1.028 eV
HOMO-LUMO gap ... 9.42 eV

Atomic partial charges in e from the natural (NBO) method, atoms 1 to 2: number 1, C, carries -0.192; number 2, C, carries -0.176



--- B ---
Entry from the Open Molecules 2025 dataset: C7H10S in the gas phase (ωB97M-V/def2-TZVPD).

Cartesian coordinates (Å):
C 1.602 1.466 -0.642
C 2.046 0.395 0.349
C 1.179 -0.851 0.267
C 0.041 -0.866 1.198
C -1.261 -0.738 0.865
C -1.754 -0.525 -0.510
C -3.042 -0.308 -0.734
H 2.098 2.447 -0.413
H 0.537 1.621 -0.592
H 1.892 1.177 -1.667
H 3.042 0.084 0.078
H 2.037 0.770 1.371
H 0.267 -1.002 2.298
H -2.018 -0.768 1.645
H -0.988 -0.442 -1.254
H -3.764 -0.203 0.101
H -3.487 -0.170 -1.690
S 1.573 -2.087 -0.668

Values from the calculation:
SMILES ... C=C/C=C\C(=S)CC
HOMO energy ... -8.54 eV
Lowest unoccupied orbital energy ... -0.190 eV
HOMO-LUMO gap ... 8.35 eV

Atomic partial charges in e from the natural (NBO) method, atoms 1 to 2: number 1, C, carries -0.597; number 2, C, carries -0.473



--- C ---
Entry from the Open Molecules 2025 dataset: C7H10S in the gas phase (ωB97M-V/def2-TZVPD).

Cartesian coordinates (Å):
C -2.135 0.228 0.784
C -1.909 -1.206 0.134
C -0.730 -1.307 -0.593
C 0.480 -0.457 -0.408
C 0.411 0.944 -0.364
C 1.702 1.657 -0.146
C 1.609 -1.322 -0.074
H -2.217 1.242 0.070
H -2.871 0.304 1.592
H -1.113 0.513 1.174
H -2.726 -1.938 0.116
H -0.604 -2.212 -1.193
H -0.478 1.404 -0.921
H 1.589 2.837 -0.272
H 2.338 1.196 -1.038
H 2.054 1.413 0.905
H 1.436 -2.436 -0.197
S 3.166 -0.859 0.430

Values from the calculation:
SMILES ... C/C=C\C(C=S)=C\C
HOMO energy ... -8.35 eV
Lowest unoccupied orbital energy ... -0.905 eV
HOMO-LUMO gap ... 7.45 eV

Atomic partial charges in e from the natural (NBO) method, atoms 1 to 2: number 1, C, carries -0.666; number 2, C, carries -0.170



On energetic grounds, B is preferred over the next structure by 2.106 eV.